Computed, not measured: a 2-piece molecular cluster, C3H4N2O overall, with ωB97M-V/def2-TZVPD.

Structure (XYZ):
```
10
Properties=species:S:1:pos:R:3:lowdin_charge:R:1
C 1.6128 0.7436 0.2946 -0.075
C -0.4004 0.4193 -0.1416 -0.415
C -0.7336 -1.0448 -0.0424 -0.077
N -1.1714 1.3048 -0.9440 0.111
N -1.2798 1.4589 0.2664 0.100
O 2.3148 -0.0818 -0.1671 0.028
H 2.0130 1.4682 0.9874 0.084
H -0.9716 -1.3438 -1.0784 0.076
H -1.5975 -1.3316 0.6221 0.092
H 0.2136 -1.5927 0.2030 0.075
```

Results
Largest force on an atom   4.103 eV/Å
HOMO-LUMO gap   0.353 hartree
HOMO energy   -9.170 eV
LUMO   0.016 Eh
Total charge   0